[1]
Computed, not measured: a molecular structure, C5H9NO in a non-equilibrium geometry, with wB97M-V/def2-TZVPD.

Cartesian coordinates (Å):
1 O 1.037 1.743 -0.221
2 N 2.141 -0.273 0.473
3 C -0.059 -1.693 -1.309
4 C -0.287 0.101 -0.009
5 C -0.394 1.598 -0.417
6 C 1.147 0.420 0.153
7 C -1.106 -0.303 1.200
8 H 2.988 0.286 0.473
9 H -0.847 -1.309 1.529
10 H -2.186 -0.270 1.010
11 H -0.765 -0.789 -1.131
12 H 0.147 -2.394 -0.490
13 H -0.696 1.878 -1.429
14 H -0.940 2.229 0.305
15 H -0.906 0.388 2.034
16 H 0.878 -1.538 -1.864

Calculated values
Electronic energy (Ha): -325.72466
LUMO level (spin up / spin down) (eV): 0.12 / 0.12
Orbital gap (spin up / spin down) (eV): 8.4 / 8.4
ΔE to the lowest compared entry with this formula, charge and spin (kJ/mol): 559.0


[2]
Computed, not measured: a gas-phase ion, C4H11N2 (charge +1) in a non-equilibrium geometry, with wB97M-V/def2-TZVPD.

Cartesian coordinates (Å):
1 N -1.429 0.801 -0.157
2 N -0.831 -1.400 -0.546
3 C -1.441 -0.596 0.402
4 C 0.001 1.182 -0.276
5 C 1.898 -0.430 0.304
6 C 0.824 0.053 -0.712
7 H 1.083 -0.023 -1.775
8 H -1.795 1.479 0.568
9 H 2.102 -1.530 0.183
10 H 0.207 2.187 -0.773
11 H 0.379 1.402 0.830
12 H -1.747 0.703 -1.202
13 H -0.980 -0.656 1.404
14 H -0.067 -2.002 -0.217
15 H -2.511 -0.916 0.687
16 H 2.895 -0.062 0.019
17 H 1.412 -0.191 1.260

Calculated values
Electronic energy (Ha): -268.04985
LUMO level (spin up / spin down) (eV): -3.46 / -6.53
Orbital gap (spin up / spin down) (eV): 8.0 / 8.7
2S+1: 3
ΔE to the lowest compared entry with this formula, charge and spin (kJ/mol): 208.8
Net charge: +1
⟨S²⟩: 2.008


[3]
Computed, not measured: 3 unconnected molecules or ions with the total composition C14H13F9N6O4S in a non-equilibrium geometry, with wB97M-V/def2-TZVPD.

Cartesian coordinates (Å):
1 S -1.058 0.633 1.445
2 F 1.534 4.723 1.973
3 F 1.004 -0.947 0.690
4 F 3.719 3.743 1.258
5 F 0.236 0.445 -1.082
6 F 2.883 0.883 -0.032
7 F 2.516 5.257 -0.136
8 F 2.108 1.454 2.148
9 F 0.050 3.360 -0.120
10 F 2.073 2.940 -1.309
11 O -1.476 -0.812 1.925
12 O -0.809 1.427 2.787
13 O 6.094 -2.139 -2.836
14 O 3.923 -5.702 0.214
15 N 2.487 -5.897 -1.513
16 N 4.564 -1.089 -1.554
17 N 5.271 -3.165 -1.004
18 N -6.784 3.213 -0.991
19 N 2.493 -7.444 0.135
20 N -6.300 2.654 2.267
21 C -2.566 1.384 0.661
22 C -5.525 2.682 -0.367
23 C -4.279 2.312 -1.415
24 C -3.816 1.773 1.704
25 C -2.850 1.682 -0.920
26 C 2.346 4.149 0.878
27 C -7.790 3.448 0.102
28 C 1.489 2.972 0.084
29 C 5.358 -2.131 -1.862
30 C 0.447 0.424 0.380
31 C 1.692 1.466 0.694
32 C 3.026 -6.308 -0.351
33 C -5.260 2.401 1.212
34 C -7.585 3.177 1.693
35 H -8.856 3.865 -0.238
36 H 1.755 -7.950 -0.324
37 H -8.487 3.378 2.439
38 H -4.457 2.479 -2.583
39 H 4.594 -0.288 -2.168
40 H -2.035 1.413 -1.712
41 H 5.848 -3.972 -1.192
42 H 3.955 -1.074 -0.753
43 H 1.748 -6.390 -1.986
44 H -3.666 1.583 2.871
45 H 4.668 -3.167 -0.199
46 H 2.866 -7.794 1.007
47 H 2.854 -5.048 -1.919

Calculated values
Electronic energy (Ha): -2467.18706
LUMO level (eV): -2.35
Orbital gap (eV): 7.1
SMILES: O=S(=O)(c1ccc2nccnc2c1)C(F)(F)C(F)(F)C(F)(F)C(F)(F)F.NC(N)=O.NC(N)=O